No. 1
{"formula": "C14H27O34P2S6Zr", "method": "ωB97M-V with the def2-TZVPD basis set", "species": ["Zr", "P", "O", "O", "O", "O", "P", "O", "O", "O", "O", "C", "C", "O", "O", "H", "H", "H", "C", "C", "O", "S", "O", "O", "O", "H", "H", "H", "H", "C", "C", "O", "S", "O", "O", "O", "H", "H", "H", "H", "C", "C", "O", "S", "O", "O", "O", "H", "H", "H", "H", "C", "C", "O", "S", "O", "O", "O", "H", "H", "H", "H", "C", "C", "O", "S", "O", "O", "O", "H", "H", "H", "H", "C", "C", "O", "S", "O", "O", "O", "H", "H", "H", "H"], "xyz": [[3.56392, 0.80036, 0.97175], [5.71762, -0.17482, -0.12107], [4.99768, -0.67301, 1.15519], [4.54312, 0.61586, -0.83334], [7.23296, -0.09961, -0.40498], [5.64362, 1.12089, 0.69194], [3.07452, 2.15907, 3.11611], [3.66757, 2.73101, 1.77098], [3.17269, 3.00546, 4.41839], [4.12933, 0.99587, 3.00875], [2.11024, 1.20637, 2.44939], [0.18364, -0.67444, -0.98126], [1.51139, -0.11266, -0.47040], [2.26291, -0.92797, 0.05213], [1.82283, 1.09558, -0.43056], [0.45845, -1.33700, -1.80488], [-0.63576, 0.02761, -1.12876], [-0.19922, -1.43283, -0.29748], [-0.53409, 3.56730, -2.54402], [-0.53945, 2.24245, -3.23485], [-1.77339, 1.77972, -2.71670], [-2.93845, 2.95380, -3.00959], [-3.98760, 3.17100, -2.05417], [-3.29346, 3.02306, -4.39950], [-1.80642, 4.09476, -2.77480], [0.12157, 4.27378, -3.05299], [-0.36037, 3.44964, -1.47558], [0.36891, 1.68014, -3.02002], [-0.59846, 2.34155, -4.32046], [1.92657, -1.27378, -4.51088], [1.60151, -1.88851, -5.84054], [2.31660, -1.22679, -6.82213], [3.64353, -0.46586, -6.25168], [3.51989, 0.96675, -6.53286], [4.83080, -1.19923, -6.63003], [3.25317, -0.86467, -4.73696], [1.82368, -1.85092, -3.59434], [1.38659, -0.33312, -4.38466], [0.55910, -1.64959, -6.05421], [1.85076, -2.95019, -5.86179], [-0.27680, 3.96571, 2.84949], [-0.23013, 3.21815, 1.49364], [-0.97429, 4.08742, 0.66945], [-0.52827, 5.61941, 0.95720], [-1.60160, 6.55621, 0.88745], [0.69901, 5.82702, 0.19521], [-0.34527, 5.30703, 2.54674], [0.55314, 3.65001, 3.48187], [-1.26591, 3.77548, 3.27378], [-0.70041, 2.23706, 1.53285], [0.76772, 3.09859, 1.07516], [-3.53659, 1.80279, 1.01100], [-5.00050, 1.30614, 1.20098], [-5.08605, -0.05264, 0.66565], [-3.92536, -0.18982, -0.45882], [-4.30668, 0.57975, -1.62726], [-3.48130, -1.54275, -0.73928], [-2.84331, 0.67689, 0.40612], [-3.08505, 1.95978, 1.98887], [-3.45763, 2.67082, 0.35884], [-5.70895, 1.88602, 0.61123], [-5.24466, 1.25445, 2.26020], [-2.83739, -3.63715, 4.84319], [-3.81171, -2.60935, 4.35686], [-3.14117, -1.89153, 3.33025], [-2.33363, -2.91478, 2.31332], [-1.19006, -2.24885, 1.77734], [-3.20847, -3.67706, 1.42207], [-2.02655, -3.92826, 3.69296], [-3.33722, -4.57358, 5.10034], [-2.34561, -3.44457, 5.79727], [-3.94380, -1.80343, 5.07866], [-4.76233, -3.00408, 3.99910], [1.22936, -4.55779, 0.43305], [2.48624, -4.03091, 1.14238], [2.73072, -5.11483, 2.06133], [1.28972, -5.58738, 2.75043], [0.90709, -4.72075, 3.83150], [1.18348, -7.00379, 2.97593], [0.45280, -5.24513, 1.40116], [1.52473, -5.14281, -0.44135], [0.58184, -3.82696, -0.05161], [2.13531, -3.12880, 1.64600], [3.36702, -3.76878, 0.56033]], "atomic_forces_ev_per_a": [[3.533, 1.192, 1.605], [2.840, 7.367, 3.189], [-1.420, -9.487, 0.262], [-2.784, -4.294, -7.886], [-1.554, -3.736, -2.029], [3.315, 8.017, 4.127], [6.727, -0.177, 1.034], [-1.580, 4.287, -0.980], [-2.156, -1.204, -2.457], [2.394, -1.636, 3.304], [-8.337, -0.289, 0.222], [0.213, -0.455, 0.101], [-1.208, 0.454, 0.643], [0.832, -2.558, 0.772], [-1.727, 1.464, -1.372], [-0.370, 0.490, -0.716], [0.296, 0.104, -0.580], [0.206, 0.333, 0.548], [1.790, 0.649, -0.587], [0.457, 1.146, -0.413], [-3.121, -1.367, -0.024], [2.495, 1.682, -0.124], [1.179, -0.912, -0.317], [0.064, -0.839, 0.580], [-2.566, 0.468, -0.060], [0.420, -0.050, 0.545], [0.270, 0.138, -0.127], [-0.600, -0.627, 0.732], [-0.160, 0.065, -0.087], [-0.070, 1.795, -0.514], [-1.786, -0.996, 0.597], [1.454, 1.359, -1.404], [-0.622, 0.226, 0.705], [0.244, -2.919, 0.546], [-1.431, 1.146, 0.352], [2.814, 0.711, 0.003], [0.386, -0.260, -0.291], [-0.496, -0.178, 0.195], [-0.156, -0.753, -0.090], [-0.251, -0.080, -0.073], [-0.462, -2.746, -0.454], [1.133, -0.293, 1.036], [-1.602, 1.733, -1.446], [1.848, -1.817, 0.231], [0.099, -0.308, -0.406], [-2.110, 0.145, 1.629], [1.022, 3.090, -1.425], [0.079, 0.445, 0.121], [0.152, -0.504, 0.535], [-0.046, 0.136, -0.058], [0.271, -0.088, 0.282], [-0.241, -0.877, -0.118], [0.062, -0.241, -0.568], [0.790, -0.200, -0.283], [0.876, 0.317, -1.728], [-0.039, -0.815, 1.581], [-0.777, 2.084, 1.691], [-0.666, -0.760, -0.618], [0.233, 0.081, -0.233], [-0.008, -0.045, 0.093], [0.031, 0.229, 0.296], [-0.235, -0.104, -0.180], [-0.309, -1.651, -0.624], [-0.093, 1.500, 0.306], [0.449, -0.194, -2.187], [-1.192, -1.474, 1.677], [-0.985, -0.705, 0.996], [1.318, 1.392, 1.933], [0.626, 0.695, -1.371], [-0.354, -0.103, -0.376], [0.960, 0.854, -0.631], [-0.494, -0.333, 0.263], [0.057, -0.088, -0.014], [0.674, 0.822, -1.891], [-2.104, 0.757, 0.298], [-0.860, -1.175, 1.687], [0.418, 1.067, -1.116], [0.510, -0.589, -1.074], [0.764, 0.847, -0.366], [0.045, -0.525, 0.961], [-0.084, -1.090, 0.455], [0.139, 0.584, 0.695], [0.640, 0.086, 0.461], [-0.068, -0.418, 0.008]], "lowdin_charge": [1.7059, 0.1153, -0.4774, -0.4969, -0.4008, -0.5237, 0.0399, -0.4844, -0.4325, -0.4952, -0.4835, 0.0223, -0.7344, -0.0800, -0.1071, 0.0587, 0.0550, 0.0459, -0.1863, -0.1794, -0.2120, 0.6941, -0.2434, -0.2487, -0.1985, 0.1477, 0.1206, 0.1334, 0.1263, -0.1591, -0.2250, -0.2055, 0.7024, -0.2521, -0.2450, -0.1861, 0.1353, 0.1250, 0.1332, 0.1316, -0.1776, -0.1721, -0.2459, 0.6749, -0.2527, -0.2298, -0.1893, 0.1172, 0.1180, 0.1234, 0.1095, -0.1341, -0.1294, -0.2152, 0.6625, -0.2616, -0.2252, -0.2049, 0.1253, 0.1121, 0.1236, 0.1210, -0.1893, -0.2031, -0.2165, 0.7376, -0.1921, -0.2547, -0.2160, 0.1182, 0.1277, 0.1302, 0.1248, -0.1868, -0.1348, -0.2006, 0.6746, -0.2363, -0.2642, -0.2077, 0.1169, 0.1161, 0.1277, 0.1425], "charge": -3, "multiplicity": 1, "de_lowest_ev": 4.8073}

=====

No. 2
{"formula": "C3H4N2O2", "method": "ωB97M-V with the def2-TZVPD basis set", "species": ["C", "C", "C", "N", "N", "O", "O", "H", "H", "H", "H"], "xyz": [[1.44183, -2.00798, 0.61097], [1.22366, 0.39164, -0.27608], [-2.07417, 0.45246, -0.74654], [1.55617, -0.80632, 0.31548], [-3.16042, 1.06558, -0.48297], [1.79212, 1.35339, -0.52192], [-2.09487, 0.41299, 0.53206], [0.95769, -2.78815, 0.06568], [1.22125, -2.30864, 1.88166], [0.10106, 0.35218, -0.01930], [-1.25350, 0.13679, -1.39101]], "atomic_forces_ev_per_a": [[-2.458, 0.361, 4.517], [-4.598, -4.647, 3.552], [-1.243, 1.204, -0.583], [1.271, -0.304, -0.299], [0.802, -0.547, -1.903], [3.263, 3.800, -2.022], [0.849, -0.771, 2.748], [0.564, -0.618, -1.330], [1.467, 0.896, -3.384], [0.876, 0.496, -0.819], [-0.794, 0.130, -0.476]], "lowdin_charge": [-0.0509, -0.4208, -0.3155, 0.0582, 0.2103, 0.1150, -0.0334, 0.0484, 0.1500, 0.1114, 0.1273], "charge": 0, "smiles": "C1=NO1.C=NC=O", "multiplicity": 1, "de_lowest_ev": 8.6414}